1.
DFT (ωB97M-V/def2-TZVPD) results for a structure of composition C40H31O7S3TeW.

Geometry as ORCA input:
```
! RIJCOSX wB97M-V def2-TZVPD def2/J DEFGRID3
* xyz 1 3
W 0.9110 -0.6619 1.1350
O 2.0304 -2.9324 1.1359
C 1.1417 -2.6968 1.9603
O 1.3041 -1.8208 2.9133
C -0.3543 -2.5811 1.4829
O -0.0178 -4.4121 -1.1425
O -1.0030 -1.6833 1.9976
C -1.3061 6.1025 -6.7108
C -1.1310 5.1617 -5.5512
C -1.9212 4.0260 -5.4198
C -1.7527 3.1549 -4.3525
C -0.7871 3.4143 -3.3899
C -0.0035 4.5582 -3.4972
C -0.1727 5.4138 -4.5710
S -0.6334 2.2843 -2.0192
O -0.0926 0.4414 0.3344
C 1.0785 1.8142 -2.2099
C 2.0661 2.5893 -1.5576
C 3.3970 2.3416 -1.7586
C 3.8136 1.2880 -2.6091
C 5.1837 1.0335 -2.8579
C 5.5636 0.0222 -3.6915
C 4.5880 -0.7782 -4.3235
C 3.2598 -0.5589 -4.0973
C 2.8346 0.4734 -3.2221
C 1.4540 0.7504 -2.9986
C 0.4223 -0.0197 -3.7514
C 0.1743 0.3829 -5.1093
C 0.9331 1.4063 -5.7317
C 0.6856 1.7715 -7.0233
C -0.3321 1.1408 -7.7680
C -1.0833 0.1566 -7.1968
C -0.8472 -0.2430 -5.8604
C -1.6323 -1.2495 -5.2523
C -1.3794 -1.6436 -3.9793
C -0.3206 -1.0507 -3.2412
S -0.2380 -1.8319 -1.6284
O 1.0627 -1.5294 -0.8707
C 0.0985 -3.5041 -2.2144
C 1.1885 -3.6993 -3.1758
C 1.2151 -4.8218 -3.9015
C 0.1330 -5.8032 -3.8929
C 0.2208 -6.9590 -4.8514
C -0.9462 -5.6066 -3.1189
C -1.0186 -4.4936 -2.1678
H -1.9225 5.6578 -7.4909
H -0.3439 6.3739 -7.1472
H -1.7899 7.0273 -6.3908
H -2.6709 3.8075 -6.1712
H -2.3550 2.2575 -4.2769
H 0.7408 4.7793 -2.7418
H 0.4494 6.2983 -4.6505
H 1.7442 3.4122 -0.9315
H 4.1470 2.9776 -1.3024
H 5.9260 1.6628 -2.3815
H 6.6131 -0.1622 -3.8803
H 4.8989 -1.5615 -5.0029
H 2.5151 -1.1529 -4.6124
H 1.7103 1.9106 -5.1751
H 1.2722 2.5583 -7.4794
H -0.5162 1.4442 -8.7903
H -1.8715 -0.3337 -7.7549
H -2.4359 -1.7074 -5.8156
H -1.9869 -2.4174 -3.5273
H 1.9525 -2.9373 -3.2631
H 2.0397 -4.9938 -4.5836
H 1.2570 -7.1944 -5.0909
H -0.2868 -6.7202 -5.7881
H -0.2447 -7.8512 -4.4370
H -1.8040 -6.2641 -3.1897
H -1.9960 -4.1749 -1.8191
O 0.7501 0.7042 2.8795
H 0.0405 1.3444 2.7213
H 0.5100 0.1801 3.6609
Te 3.5679 0.2974 1.0603
C 4.6715 -1.1285 0.1132
C 4.2740 -2.1902 -0.6728
C 5.3618 -2.9734 -1.0976
C 6.5630 -2.5093 -0.6278
S 6.3868 -1.1177 0.3259
H 3.2407 -2.3903 -0.9068
H 5.2660 -3.8556 -1.7133
H 7.5424 -2.9309 -0.7924
*
```

Calculated values
LUMO energy (spin up / spin down), eV: -3.4 / -5.4
ΔE to the lowest compared entry with this formula, charge and spin, kJ/mol: 474.43
Calculated total energy, eV: -97930.3162
HOMO level (spin up / spin down), eV: -10.38 / -10.39
Gap between HOMO and LUMO (spin up / spin down), eV: 6.953 / 5.001
F_max, Eh/bohr: 0.0160

Here are the Löwdin charges for atoms 1 to 4, given in e:
1 W 1.36
2 O 0.01
3 C -0.68
4 O -0.14

=====

2.
DFT (ωB97M-V/def2-TZVPD) results for a structure of composition C27H25CaI2N2OTe.

Geometry as ORCA input:
```
! RIJCOSX wB97M-V def2-TZVPD def2/J DEFGRID3
* xyz 1 1
Ca -0.2956 -0.1964 0.6127
I -5.1672 -6.1672 -0.3170
C -3.6116 -4.8231 -0.1201
C -2.5106 -4.9062 -0.9631
C -1.4642 -4.0020 -0.8320
I 0.1408 -4.1799 -2.1300
C -1.4832 -3.0040 0.1496
O -0.5015 -2.1302 0.2977
C -2.6128 -2.9255 0.9828
C -2.7232 -1.8549 2.0397
N -2.5743 -0.4482 1.5186
C -3.5873 -0.1216 0.4904
C -3.1166 0.8848 -0.5376
C -4.0146 1.7528 -1.1379
C -3.5943 2.5472 -2.1885
C -2.2792 2.4579 -2.6174
C -1.4386 1.5957 -1.9497
N -1.8285 0.8236 -0.9207
C -3.6621 -3.8282 0.8403
H -2.4638 -5.6705 -1.7264
H -1.9517 -1.9672 2.8005
H -3.6885 -1.9630 2.5370
H -2.7203 0.1807 2.3026
H -4.5278 0.2072 0.9339
H -3.8080 -1.0442 -0.0509
H -5.0385 1.7876 -0.7895
H -4.2862 3.2224 -2.6769
H -1.9096 3.0439 -3.4471
H -0.4002 1.5065 -2.2471
H -4.5242 -3.7444 1.4925
C 2.4670 -1.7096 1.9896
C 2.2164 -0.4946 2.6204
C 1.2029 -0.3910 3.5753
C 0.4751 -1.5246 3.9245
C 0.7492 -2.7457 3.3150
C 1.7287 -2.8364 2.3370
H 3.2514 -1.7862 1.2474
H 2.8398 0.3664 2.4135
H 1.0268 0.5507 4.0800
H -0.2849 -1.4628 4.6939
H 0.1843 -3.6271 3.5923
H 1.9122 -3.7790 1.8388
C 1.7136 3.5561 -1.1615
Te 1.7069 2.1705 0.4412
C 3.2413 1.2168 -0.7022
C 3.9047 2.3788 -1.4099
C 5.2266 2.3227 -1.8252
C 5.7987 3.4115 -2.4728
C 5.0501 4.5584 -2.6957
C 3.7276 4.6201 -2.2725
C 3.1502 3.5317 -1.6359
H 1.3798 4.5302 -0.8160
H 1.0159 3.1878 -1.9112
H 2.7535 0.5384 -1.3999
H 3.9115 0.6494 -0.0628
H 5.8154 1.4327 -1.6373
H 6.8317 3.3672 -2.7915
H 5.4977 5.4116 -3.1884
H 3.1492 5.5226 -2.4326
*
```

Calculated values
LUMO energy, eV: -2.9
ΔE to the lowest compared entry with this formula, charge and spin, kJ/mol: 112.48
Calculated total energy, eV: -75362.8933
HOMO level, eV: -9.97
Gap between HOMO and LUMO, eV: 7.092
F_max, Eh/bohr: 0.0389

Here are the Löwdin charges for atoms 1 to 4, given in e:
1 Ca 1.19
2 I 0.90
3 C -0.77
4 C -0.23

=====

3.
DFT (ωB97M-V/def2-TZVPD) results for a cluster of 2 separate species, C2H3FS2 in total.

Geometry as ORCA input:
```
! RIJCOSX wB97M-V def2-TZVPD def2/J DEFGRID3
* xyz 0 3
C -0.5575 0.5465 -0.9791
C -0.8428 -0.6605 -0.5854
F 2.5456 0.1995 1.0720
S 0.1105 -1.1599 1.7171
S 1.0435 0.5728 1.7912
H -0.9202 0.9270 -2.0316
H -0.1982 1.2852 -0.3022
H -1.1808 -1.7106 -0.6819
*
```

Calculated values
LUMO energy (spin up / spin down), eV: -0.3 / -2.7
ΔE to the lowest compared entry with this formula, charge and spin, kJ/mol: 103.56
Calculated total energy, eV: -26505.3587
HOMO level (spin up / spin down), eV: -6.98 / -9.97
Gap between HOMO and LUMO (spin up / spin down), eV: 6.685 / 7.297
F_max, Eh/bohr: 0.0633

Here are the Löwdin charges for atoms 1 to 4, given in e:
1 C -0.17
2 C -0.17
3 F -0.52
4 S 0.26

=====

4.
DFT (ωB97M-V/def2-TZVPD) results for the molecule C4H6NOP.

Geometry as ORCA input:
```
! RIJCOSX wB97M-V def2-TZVPD def2/J DEFGRID3
* xyz 0 1
H -1.3149 0.5207 3.6090
P -2.3941 -0.1006 2.7937
C -1.5005 -0.1419 1.3789
C -0.1010 0.0699 0.9385
N -0.5546 -0.1034 -0.4583
C 0.1726 -0.3897 -1.7207
C -1.8489 -0.3577 -0.1365
O -2.8795 -0.6615 -0.7245
H 0.3776 0.9982 1.0029
H 0.5219 -0.6458 1.2847
H -0.6008 -0.2882 -2.3728
H 0.8650 0.5410 -1.7961
H 0.8425 -1.2318 -1.7394
*
```

Calculated values
LUMO energy, eV: -0.4
ΔE to the lowest compared entry with this formula, charge and spin, kJ/mol: 142.92
Calculated total energy, eV: -17069.0443
HOMO level, eV: -9.53
SMILES string: [H]/P=C1\CN(C)C1=O
Gap between HOMO and LUMO, eV: 9.141
F_max, Eh/bohr: 0.1062

Here are the Löwdin charges for atoms 1 to 4, given in e:
1 H -0.12
2 P 0.87
3 C -0.54
4 C -0.16

=====

5.
DFT (ωB97M-V/def2-TZVPD) results for the molecule C11H17NSi.

Geometry as ORCA input:
```
! RIJCOSX wB97M-V def2-TZVPD def2/J DEFGRID3
* xyz 0 1
C -3.0504 0.9524 0.4791
C -1.9275 1.7448 0.5607
C -3.1651 -0.3921 0.1048
C -0.0428 0.2980 -0.2732
C -0.5644 1.4527 0.2015
C -2.3352 -1.1301 -0.6639
C 1.1420 -0.5417 -0.1129
C 2.5245 0.3169 -0.3747
C 2.6244 1.4855 0.6699
C 1.7284 2.6680 0.2829
C -0.4470 -3.6186 -0.1287
N 0.3187 2.5324 0.4724
Si -1.4011 -2.5572 -1.3617
H -3.9773 1.4242 0.7432
H -2.0650 2.6147 1.1344
H -4.2305 -0.7152 0.1899
H 1.1163 -0.9083 0.9083
H 1.2277 -1.3177 -0.7959
H 3.3602 -0.3767 -0.2670
H 2.3502 0.9078 -1.2643
H 2.4919 1.2390 1.6688
H 3.7437 1.7001 0.4594
H 2.1197 3.4429 0.9381
H 1.8795 2.8559 -0.8522
H -0.1802 -4.5020 -0.5803
H 0.5206 -3.2495 0.1108
H -0.9602 -3.7788 0.7910
H 0.0585 3.0774 1.2754
H -0.7447 -1.9074 -2.4264
H -2.1148 -3.7173 -1.8894
*
```

Calculated values
LUMO energy (spin up / spin down), eV: 0.2 / 0.0
ΔE to the lowest compared entry with this formula, charge and spin, kJ/mol: 564.13
Calculated total energy, eV: -21043.3705
HOMO level (spin up / spin down), eV: -7.69 / -7.53
Gap between HOMO and LUMO (spin up / spin down), eV: 7.849 / 7.562
F_max, Eh/bohr: 0.0852

Here are the Löwdin charges for atoms 1 to 4, given in e:
1 C -0.13
2 C -0.03
3 C -0.22
4 C 0.07

=====

6.
DFT (ωB97M-V/def2-TZVPD) results for the molecule H3NP2S.

Geometry as ORCA input:
```
! RIJCOSX wB97M-V def2-TZVPD def2/J DEFGRID3
* xyz 0 1
N 1.0711 0.0502 0.0054
P 0.7619 -0.8797 1.6251
S -1.5083 -0.2690 1.3123
P -0.4844 0.0409 -0.3562
H 1.8725 0.6114 -0.1702
H -0.7654 -0.7574 -1.4713
H -0.9474 1.2035 -0.9450
*
```

Calculated values
LUMO energy, eV: 0.1
ΔE to the lowest compared entry with this formula, charge and spin, kJ/mol: 237.50
Calculated total energy, eV: -30949.3170
HOMO level, eV: -6.56
SMILES string: N1P2S[PH2]12
Gap between HOMO and LUMO, eV: 6.678
F_max, Eh/bohr: 0.0286

Here are the Löwdin charges for atoms 1 to 4, given in e:
1 N -0.61
2 P 0.35
3 S 0.11
4 P 0.19

=====

The highest F_max belongs to which entry? C4H6NOP

=====

What is the calculated total energy in the fourth record? -17069.0443 eV

=====

Which of these has the lowest F_max? C40H31O7S3TeW

=====

Which formula does entry 2 have? C27H25CaI2N2OTe